No. 1
Computed, not measured: a single C23H22BrN5O4S molecule in a non-equilibrium geometry, with ωB97M-V with the def2-TZVPD basis set.

Properties
* energy above the lowest of the compared OMol25 structures with the same formula, charge and spin: 27.64 kcal/mol
* SMILES string: C=C(C)Cn1c(SCC(=O)N/N=C/c2ccccc2OCC(=O)O)nnc1-c1ccc(Br)cc1
* electronic energy: -4436.59369 hartree
* E_LUMO: 0.10 eV

```
! wB97M-V def2-TZVPD RIJCOSX def2/J DEFGRID3
* xyz 0 1
C -0.1213 -3.8786 1.0545
C -0.5549 -2.8617 1.7805
C -0.1598 -2.6426 3.2060
C -1.5208 -1.8271 1.2571
N -1.4919 -1.6828 -0.1745
C -2.5640 -1.7210 -1.0174
S -4.2264 -1.8118 -0.4767
C -4.7430 -0.1186 -0.9934
C -3.7240 0.8274 -0.4024
O -3.7702 1.1687 0.7650
N -2.7379 1.1614 -1.2720
N -1.5496 1.6915 -0.8847
C -0.6136 1.6757 -1.7467
C 0.7654 2.0228 -1.4763
C 1.7372 1.4578 -2.3078
C 3.0818 1.6220 -2.0499
C 3.4854 2.3663 -0.9521
C 2.5430 2.9658 -0.1384
C 1.1831 2.8201 -0.3960
O 0.2505 3.5254 0.3029
C 0.2107 3.3769 1.7146
C -0.9027 2.3508 1.9391
O -0.6864 1.1730 2.1115
O -2.0788 2.8992 1.8263
N -2.1871 -1.5533 -2.2574
N -0.8600 -1.4200 -2.2564
C -0.4329 -1.4936 -1.0147
C 0.9700 -1.3509 -0.6629
C 1.3840 -0.6278 0.4520
C 2.7313 -0.4582 0.7038
C 3.6597 -1.0089 -0.1616
Br 5.5113 -0.7327 0.1664
C 3.2676 -1.7302 -1.2763
C 1.9201 -1.8948 -1.5256
H 0.5606 -4.6056 1.4589
H -0.4213 -4.0362 0.0319
H -1.0442 -2.6340 3.8419
H 0.3326 -1.6774 3.3141
H 0.5122 -3.4244 3.5475
H -1.3159 -0.8545 1.7177
H -2.5445 -2.1117 1.5294
H -4.8019 -0.0905 -2.0793
H -5.7196 0.0278 -0.5373
H -2.7906 0.7925 -2.2280
H -0.7956 1.2643 -2.7490
H 1.4173 0.8550 -3.1449
H 3.8163 1.1709 -2.6991
H 4.5361 2.4935 -0.7391
H 2.8607 3.5798 0.6917
H 1.1611 3.0267 2.1252
H -0.0706 4.3436 2.1368
H -2.7874 2.2288 1.6159
H 0.6675 -0.1568 1.1039
H 3.0576 0.1076 1.5626
H 4.0059 -2.1500 -1.9421
H 1.5881 -2.4398 -2.3951
*
```

Atomic partial charges in e from the Mulliken method, atoms 1 to 6: C -1.222; C 1.040; C -1.527; C -0.663; N 0.469; C 0.268


No. 2
Computed, not measured: a molecular structure, C23H22CoN11S2, with ωB97M-V with the def2-TZVPD basis set.

Properties
* energy above the lowest of the compared OMol25 structures with the same formula, charge and spin: 131.69 kcal/mol
* electronic energy: -3670.58426 hartree
* E_LUMO: -6.32 eV

```
! wB97M-V def2-TZVPD RIJCOSX def2/J DEFGRID3
* xyz 2 1
Co 1.1371 0.0867 -0.3119
C 3.6140 1.7579 3.7996
S 3.3889 -0.0244 3.6426
C 2.7918 -0.1970 2.0303
S 2.6404 1.1586 0.9282
N 2.5142 -1.4083 1.6408
N 2.2084 -1.3243 0.3009
C 2.9143 -1.9397 -0.5692
C 2.7624 -1.4230 -1.9406
C 3.3102 -1.9908 -3.0723
C 3.1356 -1.3393 -4.2882
C 2.4211 -0.1530 -4.3235
C 1.8977 0.3544 -3.1433
N 2.0757 -0.2590 -1.9771
H 3.9437 1.9061 4.8261
H 2.6786 2.2868 3.6388
H 4.3887 2.1169 3.1270
H 3.6633 -2.6681 -0.2776
H 3.8636 -2.9173 -3.0026
H 3.5549 -1.7545 -5.1945
H 2.2695 0.3825 -5.2495
H 1.3248 1.2718 -3.1274
N 0.9325 3.7399 -1.5664
C -0.0275 3.0373 -0.9723
N -1.1880 3.7489 -0.7163
C -2.1074 3.2517 0.0426
N -3.3278 3.8029 0.1449
N -1.8494 2.1313 0.8590
C -0.8623 1.2192 0.1364
N 0.1083 1.7584 -0.7218
C -1.8598 -0.8997 -0.8859
C -2.9148 -1.7659 -1.0828
C -2.6503 -3.0925 -1.3957
C -1.3301 -3.4819 -1.5170
C -0.3307 -2.5392 -1.3278
N -0.5639 -1.2675 -1.0105
H 0.7748 4.7182 -1.7445
H 1.8599 3.3634 -1.6653
H -3.4736 4.6587 -0.3725
H -3.8201 3.7337 1.0232
H -3.9329 -1.4084 -0.9944
H -3.4565 -3.7970 -1.5473
H -1.0619 -4.5012 -1.7555
H 0.7026 -2.8372 -1.4307
N -2.7773 0.9614 0.7606
C -2.0632 0.5419 -0.5388
N -0.1762 0.4239 1.0526
C -1.0324 -0.2832 1.8770
C -0.6393 -1.2471 2.8057
C -1.5833 -1.8408 3.6273
C -2.9338 -1.5026 3.5655
C -3.3551 -0.5573 2.6471
C -2.4031 0.0168 1.8288
H -3.7735 1.1864 0.7372
H -2.4826 1.1485 -1.3406
H 0.4075 -1.5120 2.8767
H -1.2588 -2.5821 4.3454
H -3.6478 -1.9701 4.2275
H -4.4007 -0.2794 2.5716
*
```

Atomic partial charges in e from the Mulliken method, atoms 1 to 6: Co -0.649; C -0.872; S 0.063; C 0.401; S -0.580; N -1.342


No. 3
Computed, not measured: a single C23H22F2O3 molecule in a non-equilibrium geometry, with ωB97M-V with the def2-TZVPD basis set.

Properties
* energy above the lowest of the compared OMol25 structures with the same formula, charge and spin: 0.00 kcal/mol
* SMILES string: CCOC(=O)[C@@]1([C@H](/C=C/c2cccc(F)c2)c2cccc(F)c2)CCCC1=O
* electronic energy: -1315.03421 hartree
* E_LUMO: 0.11 eV

```
! wB97M-V def2-TZVPD RIJCOSX def2/J DEFGRID3
* xyz 0 1
C -0.0749 -3.8327 -1.6247
C -0.6559 -3.2041 -0.3836
O -1.1722 -1.9164 -0.7987
C -1.7509 -1.2290 0.2107
O -2.1540 -1.8106 1.1963
C -1.8127 0.2845 -0.0692
C -0.6229 0.8546 0.6935
C 0.7033 0.3609 0.1222
C 1.2269 0.6745 -1.0836
C 2.6394 0.6316 -1.4540
C 2.9437 0.5899 -2.8329
C 4.2516 0.6666 -3.2940
C 5.3214 0.7822 -2.3910
C 5.0144 0.8116 -1.0298
F 6.0592 0.9452 -0.1419
C 3.7142 0.7205 -0.5333
C -0.5847 0.6600 2.2553
C -1.7416 0.4999 3.0145
C -1.7236 0.4331 4.4076
C -0.5223 0.5178 5.1166
C 0.6302 0.6674 4.3564
F 1.8298 0.7747 5.0226
C 0.6250 0.7605 2.9631
C -1.9430 0.4081 -1.6546
C -3.0074 1.4100 -2.0328
C -3.8870 1.5790 -0.7927
C -3.2777 0.6730 0.2638
O -3.9645 0.2169 1.1626
H 0.3510 -4.8147 -1.3814
H -0.8457 -3.9734 -2.3972
H 0.7237 -3.2060 -2.0514
H -1.4651 -3.8121 0.0402
H 0.1225 -3.0273 0.3727
H -0.6191 1.9519 0.5202
H 1.3136 -0.1836 0.8493
H 0.5619 1.0225 -1.8828
H 2.1130 0.5106 -3.5350
H 4.4494 0.6355 -4.3658
H 6.3561 0.8508 -2.7354
H 3.5402 0.7589 0.5391
H -2.7118 0.4250 2.5460
H -2.6669 0.3466 4.9437
H -0.4829 0.4751 6.2037
H 1.5812 0.8900 2.4636
H -1.0091 0.5545 -2.1777
H -2.3055 -0.5738 -1.9736
H -3.6131 1.0076 -2.8505
H -2.6051 2.3763 -2.3606
H -4.9139 1.2182 -0.9659
H -3.9381 2.6379 -0.4700
*
```

Atomic partial charges in e from the Mulliken method, atoms 1 to 6: C -1.197; C -0.174; O -0.235; C -0.428; O -0.608; C 2.393


No. 4
Computed, not measured: 2 unconnected molecules or ions with the total composition C23H22FN2 in a non-equilibrium geometry, with ωB97M-V with the def2-TZVPD basis set.

Properties
* electronic energy: -1098.73761 hartree
* E_LUMO: -5.71 eV

```
! wB97M-V def2-TZVPD RIJCOSX def2/J DEFGRID3
* xyz 1 1
C 1.1260 -2.4167 -1.4605
N 1.5867 -1.0551 -1.5046
C 0.7453 0.0422 -1.5284
C -0.6317 0.0417 -1.4996
N 1.5844 1.1422 -1.5135
C 1.1215 2.5034 -1.4876
C 2.9133 0.7439 -1.4768
C 2.9146 -0.6536 -1.4702
C 4.1004 -1.3884 -1.4431
C 5.2968 -0.6582 -1.4239
C 5.2955 0.7536 -1.4295
C 4.0978 1.4813 -1.4556
H 2.0024 -3.0672 -1.5102
H 0.5730 -2.6232 -0.5334
H 0.4674 -2.6256 -2.3113
H -1.1352 0.9938 -1.5422
H -1.1335 -0.9133 -1.5199
H 1.9962 3.1567 -1.5379
H 0.4640 2.7053 -2.3411
H 0.5625 2.7184 -0.5662
H 4.0585 -2.4767 -1.4420
H 6.2538 -1.1836 -1.4052
H 6.2517 1.2807 -1.4142
H 4.0545 2.5695 -1.4625
F -7.0071 1.1523 -0.6465
C -5.7453 1.0559 -0.1196
C -5.0136 2.2257 0.0951
C -3.7448 2.1075 0.6408
C -3.1678 0.8390 0.9802
C -1.8474 0.8524 1.5084
C -1.0295 -0.1862 2.0250
C 0.2759 0.1877 2.4821
C 1.1745 -0.7481 2.9670
C 0.8250 -2.1078 3.0155
C -0.4469 -2.5030 2.5823
C -1.3664 -1.5688 2.1176
C -3.9605 -0.3127 0.7016
C -5.2442 -0.2095 0.1753
H -5.4366 3.1967 -0.1582
H -3.1499 3.0051 0.8201
H -1.4125 1.8526 1.5849
H 0.5465 1.2452 2.4472
H 2.1567 -0.4292 3.3219
H 1.5281 -2.8489 3.4004
H -0.7378 -3.5554 2.6228
H -2.3554 -1.9140 1.8411
H -3.5673 -1.3049 0.8811
H -5.8396 -1.1032 -0.0067
*
```

Atomic partial charges in e from the Mulliken method, atoms 1 to 6: C -0.958; N 0.271; C 0.561; C -1.704; N 0.247; C -0.909


No. 5
Computed, not measured: a single C23H22FN5O2S molecule, with ωB97M-V with the def2-TZVPD basis set.

Properties
* energy above the lowest of the compared OMol25 structures with the same formula, charge and spin: 0.00 kcal/mol
* SMILES string: COc1ccc(NC(=O)CSc2nnc(Cc3cccn3C)n2-c2ccc(F)cc2)cc1
* electronic energy: -1811.97709 hartree
* E_LUMO: 0.62 eV

```
! wB97M-V def2-TZVPD RIJCOSX def2/J DEFGRID3
* xyz 0 1
C -0.2492 -3.0440 -5.3755
O 0.2220 -3.7150 -4.2330
C 0.9225 -3.0055 -3.3037
C 1.3817 -3.7282 -2.2016
C 2.1051 -3.1159 -1.2013
C 2.3841 -1.7541 -1.2824
N 3.1187 -1.0632 -0.3048
C 3.3308 -1.4303 0.9817
O 3.0102 -2.4913 1.4734
C 3.9861 -0.3311 1.8084
S 2.6712 0.5039 2.7751
C 1.6096 0.9044 1.4524
N 1.9549 1.4007 0.2967
N 0.8417 1.5015 -0.4470
C -0.1739 1.0853 0.2574
C -1.5844 1.0211 -0.2108
C -2.3180 2.2985 0.0628
C -3.3040 2.5516 0.9861
C -3.6590 3.9064 0.8581
C -2.8783 4.4281 -0.1375
N -2.0632 3.4534 -0.6160
C -1.1526 3.6036 -1.7175
N 0.2590 0.6853 1.4930
C -0.4630 0.1112 2.5601
C -0.1934 -1.2012 2.9327
C -0.8898 -1.7652 3.9846
C -1.8421 -1.0047 4.6409
F -2.5250 -1.5541 5.6621
C -2.1149 0.3041 4.2827
C -1.4127 0.8676 3.2341
C 1.9261 -1.0298 -2.3767
C 1.2002 -1.6448 -3.3804
H 0.5727 -2.6169 -5.9594
H -0.9592 -2.2522 -5.1142
H -0.7585 -3.7994 -5.9719
H 1.1595 -4.7822 -2.1526
H 2.4507 -3.6853 -0.3553
H 3.2939 -0.0917 -0.5407
H 4.6445 -0.7649 2.5588
H 4.5070 0.4146 1.2115
H -2.0956 0.2058 0.3043
H -1.5682 0.8144 -1.2838
H -3.7350 1.8381 1.6614
H -4.3995 4.4292 1.4298
H -2.8435 5.4227 -0.5367
H -0.2090 3.0982 -1.5057
H -0.9664 4.6631 -1.8838
H -1.5797 3.1770 -2.6301
H 0.5566 -1.7750 2.4089
H -0.7005 -2.7794 4.2966
H -2.8589 0.8670 4.8230
H -1.5960 1.8883 2.9358
H 2.1247 0.0304 -2.4366
H 0.8597 -1.0503 -4.2135
*
```

Atomic partial charges in e from the Mulliken method, atoms 1 to 6: C -0.832; O -0.452; C 0.843; C -0.772; C -0.340; C 0.255